[1]
ORCA calculation (wB97M-V/def2-TZVPD) on a 14-piece molecular cluster, C48H80F8O32 overall in a non-equilibrium geometry.

Each line ends with the Mulliken charge.
Atoms and positions in Å:
C (7.307, 9.479, 4.160)  -0.40
C (7.607, 8.051, 4.579)  0.22
O (6.925, 7.307, 3.570)  -0.30
C (5.789, 8.035, 3.249)  0.68
O (4.813, 7.675, 2.538)  -0.57
O (5.976, 9.264, 3.687)  -0.31
F (7.051, 7.828, 5.758)  -0.27
H (8.044, 9.688, 3.384)  0.31
H (7.240, 10.160, 5.008)  0.31
H (8.674, 7.840, 4.654)  0.35
C (4.924, -9.324, 6.537)  -0.38
C (3.596, -8.763, 7.127)  0.25
O (3.697, -7.393, 6.740)  -0.29
C (4.941, -7.045, 6.541)  0.66
O (5.377, -5.925, 6.492)  -0.52
O (5.740, -8.200, 6.464)  -0.33
F (3.574, -8.827, 8.452)  -0.27
H (4.705, -9.743, 5.555)  0.30
H (5.303, -10.074, 7.232)  0.30
H (2.705, -9.316, 6.830)  0.30
C (-3.314, -8.213, -2.180)  -0.52
C (-4.151, -8.760, -3.291)  0.38
O (-5.208, -7.840, -3.211)  -0.31
C (-5.248, -7.239, -2.019)  0.67
O (-6.264, -6.645, -1.693)  -0.56
O (-4.145, -7.466, -1.335)  -0.29
F (-4.604, -9.955, -2.948)  -0.28
H (-2.576, -7.518, -2.580)  0.30
H (-2.715, -8.950, -1.645)  0.32
H (-3.629, -8.871, -4.241)  0.29
C (-1.254, -2.810, 4.566)  -0.40
C (-2.227, -3.925, 4.937)  0.22
O (-3.485, -3.283, 4.881)  -0.31
C (-3.348, -1.950, 5.092)  0.67
O (-4.221, -1.077, 5.260)  -0.54
O (-1.941, -1.703, 5.059)  -0.32
F (-1.878, -4.183, 6.170)  -0.28
H (-1.149, -2.770, 3.481)  0.30
H (-0.319, -3.003, 5.091)  0.29
H (-2.241, -4.865, 4.385)  0.35
C (-10.657, 0.946, 2.523)  -0.26
C (-10.164, 0.484, 1.168)  0.32
O (-9.400, 1.538, 0.588)  -0.32
C (-9.409, 2.609, 1.393)  0.74
O (-8.777, 3.646, 1.148)  -0.57
O (-10.116, 2.286, 2.436)  -0.36
F (-11.133, 0.153, 0.342)  -0.28
H (-10.371, 0.321, 3.369)  0.27
H (-11.723, 1.174, 2.516)  0.23
H (-9.535, -0.388, 1.346)  0.23
C (10.913, -0.841, 4.804)  -0.48
C (10.749, 0.267, 3.788)  0.36
O (10.196, -0.491, 2.700)  -0.32
C (10.620, -1.855, 2.802)  0.67
O (10.572, -2.767, 1.967)  -0.54
O (10.987, -2.073, 4.082)  -0.30
F (11.921, 0.742, 3.521)  -0.26
H (10.060, -0.900, 5.480)  0.27
H (11.752, -0.736, 5.492)  0.30
H (10.120, 1.086, 4.138)  0.30
C (5.404, -7.103, -1.038)  -0.45
C (4.675, -5.744, -0.995)  0.26
O (3.443, -6.185, -0.502)  -0.28
C (3.625, -7.303, 0.221)  0.68
O (2.785, -7.925, 0.880)  -0.58
O (4.883, -7.702, 0.137)  -0.28
F (4.644, -5.229, -2.212)  -0.27
H (6.486, -6.980, -1.081)  0.32
H (5.104, -7.538, -1.991)  0.29
H (5.157, -4.989, -0.374)  0.29
C (-8.343, -1.571, -7.066)  -0.33
C (-9.494, -0.614, -7.456)  0.24
O (-9.150, -0.006, -8.679)  -0.29
C (-7.828, -0.218, -8.859)  0.65
O (-7.237, 0.226, -9.815)  -0.52
O (-7.298, -0.870, -7.801)  -0.32
F (-9.576, 0.291, -6.454)  -0.28
H (-8.441, -2.563, -7.508)  0.28
H (-8.234, -1.622, -5.983)  0.28
H (-10.501, -1.018, -7.562)  0.29
C (-3.055, 6.889, -5.201)  -1.17
C (-4.384, 6.248, -5.004)  -0.26
O (-5.330, 6.612, -6.006)  -0.30
C (-6.659, 6.331, -5.629)  -0.16
C (-7.477, 6.670, -6.829)  -1.22
H (-2.594, 6.335, -6.019)  0.27
H (-3.098, 7.948, -5.455)  0.30
H (-2.369, 6.845, -4.354)  0.37
H (-4.379, 5.159, -4.948)  0.32
H (-4.676, 6.572, -4.005)  0.28
H (-6.776, 5.307, -5.274)  0.30
H (-6.892, 7.023, -4.819)  0.27
H (-7.538, 7.742, -7.015)  0.29
H (-8.515, 6.354, -6.731)  0.39
H (-7.142, 6.158, -7.731)  0.31
C (-1.526, 0.019, -1.388)  -1.16
C (-0.145, 0.668, -1.604)  -0.22
O (0.639, 0.309, -0.477)  -0.24
C (1.949, 0.902, -0.408)  -0.30
C (2.574, 0.722, 1.014)  -1.12
H (-1.540, -1.065, -1.503)  0.29
H (-1.956, 0.195, -0.401)  0.29
H (-2.202, 0.368, -2.168)  0.37
H (0.353, 0.303, -2.502)  0.26
H (-0.178, 1.757, -1.637)  0.31
H (2.607, 0.547, -1.201)  0.30
H (1.833, 1.976, -0.549)  0.29
H (1.861, 0.861, 1.826)  0.30
H (3.360, 1.469, 1.122)  0.35
H (3.022, -0.246, 1.241)  0.28
C (8.880, 2.318, 11.349)  -1.13
C (7.673, 3.228, 11.258)  -0.30
O (6.777, 2.734, 10.292)  -0.29
C (5.450, 3.110, 10.208)  -0.30
C (4.914, 2.826, 8.810)  -1.14
H (9.616, 2.848, 11.954)  0.38
H (8.648, 1.343, 11.779)  0.28
H (9.425, 2.248, 10.408)  0.31
H (7.153, 3.230, 12.216)  0.30
H (7.841, 4.286, 11.060)  0.32
H (4.935, 2.523, 10.969)  0.29
H (5.156, 4.127, 10.464)  0.33
H (3.827, 2.912, 8.818)  0.39
H (5.048, 1.767, 8.588)  0.30
H (5.284, 3.488, 8.026)  0.27
C (-1.282, -5.960, -8.118)  -1.20
C (-2.709, -5.999, -8.720)  -0.19
O (-2.905, -7.146, -9.523)  -0.31
C (-4.251, -7.217, -10.042)  -0.21
C (-4.339, -8.445, -10.862)  -1.14
H (-1.179, -5.246, -7.302)  0.36
H (-0.998, -6.988, -7.891)  0.31
H (-0.587, -5.727, -8.925)  0.31
H (-3.354, -6.098, -7.847)  0.24
H (-2.993, -5.062, -9.200)  0.32
H (-4.926, -7.353, -9.197)  0.27
H (-4.541, -6.297, -10.548)  0.32
H (-3.426, -8.679, -11.409)  0.31
H (-5.220, -8.326, -11.494)  0.34
H (-4.381, -9.286, -10.170)  0.28
O (2.674, 3.249, -9.258)  -0.57
C (2.318, 2.314, -8.496)  0.71
O (2.963, 1.836, -7.401)  -0.30
C (4.250, 2.288, -7.009)  -0.27
C (5.336, 1.891, -8.034)  -1.00
C (0.935, 1.754, -8.705)  -0.97
H (4.451, 1.884, -6.017)  0.30
H (4.275, 3.335, -6.705)  0.30
H (4.989, 2.186, -9.025)  0.29
H (5.368, 0.801, -8.004)  0.27
H (6.368, 2.223, -7.920)  0.36
H (0.364, 1.783, -7.777)  0.30
H (1.049, 0.711, -8.998)  0.27
H (0.440, 2.289, -9.516)  0.30
O (-2.147, 7.986, 7.615)  -0.60
C (-3.351, 8.006, 7.279)  0.72
O (-3.861, 7.763, 6.119)  -0.31
C (-2.896, 7.519, 5.011)  -0.31
C (-2.508, 6.048, 4.852)  -0.97
C (-4.452, 8.590, 8.156)  -0.97
H (-2.004, 8.143, 5.070)  0.32
H (-3.321, 7.912, 4.088)  0.34
H (-3.309, 5.459, 4.405)  0.28
H (-2.324, 5.618, 5.837)  0.30
H (-1.592, 5.972, 4.267)  0.32
H (-4.117, 8.526, 9.192)  0.31
H (-5.317, 7.937, 8.040)  0.31
H (-4.664, 9.612, 7.842)  0.25

The highest occupied orbital energy is -0.34564 Ha. The LUMO energy is 0.0 eV.

***

[2]
ORCA calculation (wB97M-V/def2-TZVPD) on IMn as an isolated structure in a non-equilibrium geometry.

Each line ends with the Mulliken spin population.
Atoms and positions in Å:
Mn (-1.094, 0.819, -0.308)  5.91
I (1.094, -0.819, 0.308)  0.09

Its expectation value of S² is 12.002. Its multiplicity is 7. The highest occupied orbital energy (spin up / spin down) is -0.28923 / -0.33437 Ha. The LUMO energy (spin up / spin down) is -0.1 / -1.4 eV. Its energy relative to the best compared isomer or geometry (same formula, charge and spin) is 1.62 kcal/mol.

***

[3]
ORCA calculation (wB97M-V/def2-TZVPD) on C13H30InNO4P as an isolated structure in a non-equilibrium geometry.

Each line ends with the Mulliken charge.
Atoms and positions in Å:
C (-0.580, -3.846, -3.058)  -1.16
C (-0.338, -2.284, -3.115)  0.14
O (-1.604, -1.615, -2.914)  -0.38
P (-1.947, -0.468, -4.035)  0.91
O (-2.750, -0.995, -5.176)  -0.80
C (-0.494, 0.532, -4.571)  -0.60
C (0.085, 1.500, -3.452)  -1.15
In (2.116, 0.770, -2.842)  0.93
O (2.998, 2.042, -1.349)  -0.73
C (3.668, 1.314, -0.526)  0.64
N (4.009, 0.565, 0.290)  -0.62
O (-2.927, 0.620, -3.244)  -0.31
C (-4.259, 0.060, -3.101)  -0.22
C (-4.991, 0.667, -1.881)  -1.14
H (-1.651, -4.071, -3.233)  0.30
H (-0.186, -4.283, -2.123)  0.29
H (-0.016, -4.320, -3.893)  0.31
H (0.136, -2.083, -4.091)  0.25
H (0.300, -2.036, -2.251)  0.06
H (-0.858, 1.163, -5.410)  0.33
H (0.282, -0.136, -4.998)  0.42
H (-0.625, 1.561, -2.605)  0.40
H (0.218, 2.488, -3.943)  0.37
H (3.160, 0.723, -4.313)  -0.33
H (2.157, -0.875, -2.154)  -0.36
H (-4.808, 0.280, -4.040)  0.24
H (-4.150, -1.033, -2.953)  0.33
H (-4.372, 0.672, -0.959)  0.29
H (-5.855, 0.001, -1.659)  0.36
H (-5.402, 1.673, -2.094)  0.28
C (1.275, -0.341, 6.749)  -1.19
C (0.390, 0.200, 5.632)  -0.36
C (0.749, -0.357, 4.253)  -0.71
C (2.155, -0.013, 3.758)  -0.66
C (2.467, 1.480, 3.677)  -0.43
C (1.575, 2.228, 2.694)  -1.13
H (2.321, -0.063, 6.605)  0.29
H (0.958, 0.064, 7.714)  0.37
H (1.212, -1.430, 6.804)  0.29
H (0.432, 1.292, 5.624)  0.24
H (-0.649, -0.066, 5.851)  0.35
H (0.010, -0.002, 3.528)  0.31
H (0.647, -1.448, 4.274)  0.38
H (2.292, -0.456, 2.767)  0.35
H (2.897, -0.493, 4.404)  0.33
H (3.508, 1.599, 3.365)  0.37
H (2.390, 1.942, 4.668)  0.29
H (1.675, 1.811, 1.690)  0.20
H (1.861, 3.281, 2.649)  0.37
H (0.523, 2.185, 2.984)  0.30

The highest occupied orbital energy is -0.20972 Ha. The charge is -1. The LUMO energy is 2.8 eV.

***

[4]
ORCA calculation (wB97M-V/def2-TZVPD) on C21H10BrN2O6Pd as an isolated structure.

Each line ends with the Mulliken charge.
Atoms and positions in Å:
Pd (0.290, -0.557, -0.694)  0.91
Br (-5.184, -2.727, 3.758)  -0.17
C (-3.966, -2.333, 2.375)  -0.34
C (-4.304, -2.623, 1.040)  -0.35
C (-3.440, -2.336, 0.020)  -0.79
C (-2.183, -1.738, 0.262)  0.81
O (-1.440, -1.479, -0.780)  -0.70
C (-1.835, -1.467, 1.612)  0.09
C (-0.592, -0.919, 2.027)  0.45
N (0.411, -0.607, 1.273)  -0.33
C (1.623, -0.056, 1.779)  0.31
C (2.023, -0.047, 3.085)  -0.64
C (3.250, 0.554, 3.446)  -1.00
C (4.068, 1.112, 2.506)  -0.90
C (3.697, 1.080, 1.141)  0.95
C (4.503, 1.584, 0.096)  -0.46
C (4.087, 1.469, -1.200)  -0.92
C (2.854, 0.853, -1.468)  -0.09
N (2.072, 0.396, -0.516)  -0.15
C (2.472, 0.492, 0.791)  0.61
C (-2.755, -1.769, 2.651)  -0.64
H (-5.260, -3.079, 0.823)  0.43
H (-3.695, -2.561, -1.007)  0.46
H (-0.486, -0.762, 3.097)  0.26
H (1.422, -0.503, 3.859)  0.35
H (3.541, 0.556, 4.487)  0.40
H (5.009, 1.564, 2.788)  0.42
H (5.452, 2.047, 0.333)  0.45
H (4.686, 1.829, -2.024)  0.40
H (2.510, 0.721, -2.486)  0.55
H (-2.486, -1.552, 3.677)  0.43
O (-2.811, 2.036, -5.769)  -0.39
C (-2.269, 1.670, -4.779)  0.45
C (-2.510, 2.231, -3.346)  0.02
O (-3.277, 3.080, -3.030)  -0.37
C (-1.565, 1.478, -2.363)  0.65
C (-0.766, 0.442, -3.201)  1.19
O (0.069, -0.328, -2.789)  -0.61
C (-1.158, 0.594, -4.696)  0.06
O (-0.659, -0.029, -5.576)  -0.38
O (-1.396, 1.685, -1.202)  -0.43

The highest occupied orbital energy is -0.40165 Ha. The charge is +1. The LUMO energy is -6.7 eV.

***

[5]
ORCA calculation (wB97M-V/def2-TZVPD) on C8H24B2O28 as an isolated structure in a non-equilibrium geometry.

Each line ends with the Mulliken charge.
Atoms and positions in Å:
O (-0.278, 2.004, -4.401)  -0.69
C (0.208, 1.068, -3.887)  0.52
O (0.650, 0.047, -4.462)  -0.67
B (1.506, -0.601, -3.493)  1.12
O (1.729, 0.388, -2.398)  -0.32
C (0.999, 1.343, -2.740)  0.74
O (0.867, 2.303, -1.958)  -0.68
O (2.782, -1.061, -4.133)  -0.58
C (2.859, -2.206, -3.767)  0.44
O (3.916, -2.836, -3.844)  -0.71
C (1.748, -2.723, -3.060)  0.65
O (0.901, -1.821, -2.952)  -0.37
O (1.714, -3.642, -2.264)  -0.58
O (-3.503, 2.000, 0.725)  -0.91
C (-2.646, 1.281, 0.241)  0.73
O (-1.960, 0.498, 0.881)  -0.64
B (-1.232, -0.235, -0.138)  1.59
O (-1.606, 0.331, -1.419)  -0.59
C (-2.338, 1.292, -1.183)  0.50
O (-2.811, 2.097, -1.980)  -0.81
O (0.248, -0.152, 0.012)  0.63
C (0.735, -1.275, -0.030)  0.87
O (1.883, -1.558, 0.299)  -0.35
C (-0.328, -2.250, -0.129)  0.10
O (-1.468, -1.708, -0.015)  -0.58
O (-0.135, -3.483, -0.072)  -0.98
O (-1.475, 4.419, -2.999)  -0.63
H (-2.169, 3.944, -2.570)  0.28
H (-1.223, 3.798, -3.642)  0.40
O (-1.453, 2.065, 3.495)  -0.69
H (-2.307, 1.821, 3.205)  0.38
H (-1.466, 1.874, 4.401)  0.27
O (-0.829, -0.841, 3.305)  -0.55
H (-1.132, 0.000, 3.687)  0.25
H (-0.091, -0.552, 2.799)  0.19
O (-4.082, 1.292, 3.239)  -0.85
H (-3.662, 0.412, 3.283)  0.39
H (-3.993, 1.456, 2.246)  0.48
O (3.024, 1.218, 0.255)  -0.60
H (3.566, 0.934, 0.950)  0.39
H (2.167, 0.879, 0.459)  -0.01
O (4.371, -1.718, -0.346)  -0.73
H (4.667, -2.418, 0.253)  0.35
H (3.489, -1.673, -0.135)  0.42
O (1.839, 0.034, 2.837)  -0.59
H (1.610, 0.200, 3.778)  0.27
H (1.427, 0.738, 2.347)  0.27
O (2.204, -4.931, 0.646)  -0.74
H (1.387, -4.623, 0.204)  0.37
H (2.405, -4.418, 1.425)  0.38
O (2.419, -3.080, 2.559)  -0.79
H (2.186, -2.412, 1.898)  0.28
H (2.335, -2.605, 3.417)  0.34
O (-0.927, 3.673, 0.062)  -0.51
H (-0.464, 3.210, 0.810)  0.26
H (-1.504, 4.294, 0.576)  0.26
O (-4.268, 4.901, -1.006)  -0.64
H (-3.965, 4.589, -0.145)  0.31
H (-4.213, 4.088, -1.489)  0.32
O (-1.324, -3.376, 2.443)  -0.66
H (-1.855, -2.615, 2.377)  0.27
H (-1.137, -3.679, 1.542)  0.41

The highest occupied orbital energy is -0.17807 Ha. The charge is -2. The LUMO energy is 3.6 eV. Its energy relative to the best compared isomer or geometry (same formula, charge and spin) is 150.37 kcal/mol.

***

[6]
ORCA calculation (wB97M-V/def2-TZVPD) on the molecule C3H5NO.

Each line ends with the Mulliken charge.
Atoms and positions in Å:
C (-0.080, 0.540, -0.821)  -0.22
C (0.393, 0.632, 0.643)  -0.35
N (0.266, -0.737, 1.159)  -0.50
C (-0.347, -1.380, 0.258)  0.10
O (-0.688, -0.766, -0.898)  -0.38
H (-0.827, 1.285, -1.102)  0.24
H (0.747, 0.569, -1.539)  0.23
H (1.425, 0.983, 0.734)  0.27
H (-0.239, 1.295, 1.246)  0.24
H (-0.651, -2.420, 0.321)  0.37

The highest occupied orbital energy is -0.35347 Ha. The SMILES is C1=NCCO1. The LUMO energy is 1.0 eV. Its energy relative to the best compared isomer or geometry (same formula, charge and spin) is 13.69 kcal/mol.